110
Properties=species:S:1:pos:R:3 method="wB97M-V/def2-TZVPD" energy_ev=-84413.053 multiplicity=1
C -6.89 -1.17 4.31
C -6.55 -0.20 3.16
C -5.02 0.15 3.29
C -4.07 -0.93 2.91
C -4.36 -1.29 1.46
C -5.81 -1.69 1.15
N -6.75 -0.70 1.77
O -8.06 -1.12 1.62
C -6.06 -1.45 -0.42
C -5.99 -3.14 1.52
C -7.34 1.15 3.31
H -6.51 -0.85 5.28
H -6.39 -2.10 4.04
H -7.96 -1.38 4.34
H -4.70 0.89 2.55
H -4.82 0.53 4.29
H -4.10 -1.84 3.51
H -3.07 -0.52 3.03
H -3.69 -2.10 1.19
H -4.12 -0.51 0.73
H -6.74 -2.21 -0.79
H -6.45 -0.46 -0.65
H -5.21 -1.50 -1.10
H -5.87 -3.52 2.54
H -6.87 -3.59 1.07
H -5.26 -3.72 0.97
H -7.12 1.49 4.32
H -8.40 0.93 3.28
H -7.01 1.88 2.57
H -8.05 -2.00 2.02
C 1.58 -3.43 -6.44
C 0.68 -2.19 -6.49
C 1.72 -1.04 -6.54
C 1.15 0.28 -6.91
C 0.44 0.14 -8.27
C -0.67 -0.96 -8.27
N -0.16 -2.27 -7.71
O -1.15 -3.27 -7.63
C -1.90 -0.37 -7.52
C -1.02 -1.33 -9.80
C -0.17 -2.07 -5.17
H 2.06 -3.82 -7.34
H 0.89 -4.18 -6.07
H 2.39 -3.30 -5.73
H 2.10 -0.98 -5.52
H 2.57 -1.24 -7.19
H 2.02 0.90 -7.13
H 0.64 0.81 -6.10
H 1.12 0.06 -9.11
H 0.03 1.14 -8.44
H -1.70 0.06 -6.54
H -2.14 0.47 -8.17
H -2.68 -1.09 -7.29
H -1.93 -1.91 -9.89
H -0.96 -0.58 -10.58
H -0.16 -1.95 -10.06
H 0.45 -2.32 -4.31
H -0.95 -2.83 -5.10
H -0.55 -1.07 -4.97
H -0.64 -3.99 -8.01
C 1.06 0.74 8.02
S 1.41 0.97 6.25
O 2.08 2.32 6.14
C 2.83 -0.25 6.17
H 1.90 0.97 8.68
H 0.91 -0.29 8.36
H 0.21 1.34 8.33
H 3.37 0.04 5.27
H 2.40 -1.25 6.09
H 3.52 -0.11 7.01
C 9.04 -3.55 3.18
S 9.71 -3.39 4.91
O 9.84 -1.94 5.35
C 8.27 -4.08 5.82
H 8.18 -2.90 2.99
H 8.94 -4.60 2.93
H 9.76 -3.10 2.50
H 7.38 -4.10 5.19
H 8.11 -3.50 6.73
H 8.49 -5.09 6.15
C -4.33 4.94 -0.62
C -4.65 5.89 -1.80
O -3.35 5.98 -2.45
C -2.37 5.53 -1.56
O -1.17 5.45 -1.77
O -2.97 5.29 -0.40
H -4.55 3.89 -0.81
H -5.02 5.33 0.12
H -4.88 6.90 -1.48
H -5.39 5.36 -2.41
C 2.70 1.94 0.61
C 1.56 1.01 0.59
O 2.18 -0.23 0.67
C 3.48 -0.17 0.25
O 4.18 -1.20 0.21
O 3.76 1.14 0.04
H 2.95 2.21 1.64
H 2.60 2.82 -0.02
H 0.93 1.13 -0.29
H 0.90 1.18 1.45
C 8.00 3.30 4.87
C 8.37 3.61 3.42
O 8.67 4.99 3.52
C 8.35 5.57 4.63
O 8.44 6.73 4.88
O 7.73 4.55 5.39
H 8.88 2.93 5.40
H 7.19 2.57 4.99
H 7.46 3.49 2.83
H 9.16 2.96 3.04


103
Properties=species:S:1:pos:R:3 method="wB97M-V/def2-TZVPD" energy_ev=-52509.443 multiplicity=1
C 6.42 1.21 4.62
C 5.50 1.93 3.66
C 4.41 2.69 4.35
C 3.49 3.26 3.34
N 2.36 4.01 3.90
C 1.50 4.30 2.83
O 1.65 5.22 2.09
O 0.51 3.43 2.67
C -0.27 3.23 3.87
C -1.71 3.40 3.56
N -2.52 2.19 3.66
C -2.16 1.10 2.72
C -1.43 -0.05 3.38
C -3.87 2.54 3.44
C -4.82 1.83 4.29
O -4.19 3.35 2.66
H 6.19 1.45 5.63
H 6.34 0.17 4.46
H 7.42 1.45 4.40
H 5.02 1.27 2.98
H 6.02 2.64 3.07
H 4.82 3.49 4.93
H 3.89 2.06 5.04
H 3.08 2.45 2.79
H 4.04 3.90 2.67
H 2.66 4.87 4.30
H -0.02 2.28 4.28
H 0.01 3.95 4.59
H -2.11 4.09 4.26
H -1.79 3.85 2.59
H -3.08 0.70 2.38
H -1.65 1.47 1.86
H -1.14 0.28 4.35
H -2.06 -0.88 3.52
H -0.55 -0.32 2.86
H -4.46 0.84 4.42
H -5.78 1.84 3.84
H -4.80 2.32 5.24
C -2.06 -2.90 -0.97
C -0.56 -2.79 -1.23
C -0.09 -2.00 0.00
O -0.97 -2.37 1.07
C -2.09 -3.09 0.54
H -2.53 -3.72 -1.50
H -2.56 -1.97 -1.24
H -0.12 -3.78 -1.25
H -0.31 -2.30 -2.17
H -0.17 -0.92 -0.17
H 0.94 -2.22 0.29
H -1.98 -4.15 0.80
H -3.00 -2.71 1.00
C 3.82 -3.87 -3.51
C 3.74 -5.14 -2.68
C 2.39 -4.97 -1.99
O 1.56 -4.23 -2.88
C 2.37 -3.68 -3.94
H 4.50 -3.94 -4.36
H 4.14 -3.04 -2.89
H 3.72 -6.02 -3.33
H 4.56 -5.26 -1.97
H 2.49 -4.41 -1.05
H 1.91 -5.93 -1.77
H 2.16 -4.24 -4.86
H 2.10 -2.64 -4.10
C 3.31 2.97 -1.40
C 3.09 1.47 -1.23
C 4.51 0.99 -0.96
O 5.19 2.05 -0.30
C 4.40 3.24 -0.38
H 2.41 3.57 -1.23
H 3.67 3.19 -2.41
H 2.46 1.28 -0.37
H 2.64 0.99 -2.10
H 5.04 0.78 -1.90
H 4.55 0.09 -0.34
H 3.97 3.43 0.61
H 5.04 4.08 -0.65
C -7.93 0.06 -0.25
C -6.45 0.39 -0.38
C -6.19 1.20 0.88
O -7.10 0.70 1.87
C -8.06 -0.16 1.26
H -8.25 -0.81 -0.82
H -8.54 0.91 -0.56
H -5.86 -0.53 -0.37
H -6.20 0.94 -1.29
H -6.42 2.26 0.72
H -5.17 1.12 1.25
H -7.83 -1.19 1.53
H -9.05 0.09 1.64
C -1.17 -1.34 -7.11
C -1.49 -2.82 -6.91
C -0.10 -3.43 -6.89
O 0.77 -2.44 -6.34
C 0.10 -1.18 -6.28
H -1.97 -0.67 -6.78
H -0.97 -1.14 -8.16
H -1.98 -2.97 -5.94
H -2.13 -3.24 -7.68
H 0.24 -3.68 -7.90
H -0.04 -4.34 -6.28
H -0.13 -0.97 -5.23
H 0.76 -0.40 -6.66


103
Properties=species:S:1:pos:R:3 method="wB97M-V/def2-TZVPD" energy_ev=-53621.584 multiplicity=1
C 4.11 -4.32 1.70
O 3.08 -4.23 0.70
C 2.84 -2.96 0.24
O 3.27 -1.91 0.71
O 1.98 -2.90 -0.75
C 1.45 -4.09 -1.35
H 4.40 -5.37 1.74
H 3.90 -4.03 2.72
H 5.05 -3.88 1.34
H 1.07 -3.89 -2.35
H 0.56 -4.39 -0.78
H 2.15 -4.92 -1.38
C -2.84 0.46 -5.69
C -1.76 0.55 -4.64
C -1.92 2.00 -4.12
O -3.36 2.11 -4.17
C -3.95 1.24 -5.07
H -3.24 -0.54 -5.90
H -2.59 0.79 -6.70
H -0.75 0.40 -5.00
H -2.01 -0.20 -3.89
H -1.44 2.84 -4.63
H -1.58 2.16 -3.10
H -4.62 1.67 -5.83
H -4.61 0.68 -4.39
C 0.74 0.74 -0.26
C -0.47 0.63 0.66
C -1.07 -0.68 0.18
O -0.80 -0.73 -1.22
C 0.44 -0.08 -1.51
H 1.60 0.32 0.27
H 0.92 1.74 -0.65
H -1.26 1.37 0.58
H -0.11 0.60 1.69
H -2.15 -0.73 0.25
H -0.69 -1.60 0.64
H 0.29 0.48 -2.44
H 1.33 -0.69 -1.67
C 3.54 0.99 -3.07
C 2.68 0.96 -4.30
C 1.98 2.31 -4.15
O 2.96 3.17 -3.56
C 4.03 2.48 -2.99
H 4.36 0.27 -2.97
H 2.98 0.81 -2.16
H 2.05 0.07 -4.29
H 3.34 0.96 -5.17
H 1.18 2.23 -3.41
H 1.63 2.82 -5.04
H 4.11 2.76 -1.94
H 4.95 2.53 -3.57
C -3.18 5.04 3.14
C -2.87 3.73 2.50
C -1.32 3.67 2.46
O -0.89 4.80 3.22
C -1.99 5.25 4.03
H -4.06 4.95 3.78
H -3.31 5.85 2.42
H -3.35 3.64 1.52
H -3.24 2.91 3.11
H -0.92 3.58 1.44
H -0.72 2.93 2.98
H -1.87 6.28 4.37
H -2.00 4.72 4.99
C 0.75 -3.39 3.17
C -0.09 -2.67 4.18
C 0.38 -3.39 5.46
O 0.54 -4.78 5.06
C 0.86 -4.79 3.63
H 1.74 -2.92 3.09
H 0.34 -3.45 2.16
H -1.11 -2.97 3.94
H 0.08 -1.60 4.27
H -0.29 -3.29 6.32
H 1.35 -3.07 5.87
H 0.32 -5.56 3.08
H 1.86 -5.19 3.43
C -4.65 -2.88 -2.87
C -5.08 -4.04 -2.03
C -4.38 -3.87 -0.66
O -3.33 -2.91 -0.95
C -3.20 -2.71 -2.38
H -5.23 -1.98 -2.66
H -4.69 -3.15 -3.92
H -4.70 -5.00 -2.38
H -6.16 -4.16 -1.96
H -4.00 -4.83 -0.32
H -5.06 -3.38 0.03
H -2.55 -3.51 -2.74
H -2.76 -1.75 -2.65
C 2.24 3.18 3.82
C 2.71 2.70 2.45
C 4.08 3.30 2.34
O 4.16 4.30 3.34
C 3.49 3.80 4.49
H 1.56 2.60 4.45
H 1.60 4.06 3.73
H 2.07 3.16 1.69
H 2.75 1.65 2.17
H 4.19 3.78 1.36
H 4.95 2.67 2.54
H 3.13 4.62 5.11
H 4.05 3.06 5.06